133
Properties=species:S:1:pos:R:3 method="wB97M-V/def2-TZVPD" homo_energy_ha=-0.301 smiles="CCCCCCCCCCCCCCCCCCN[C@H](CCCC(=O)O)COCCCC.CCN(CC)CC.CCN(CC)CC" total_charge=0 orbital_gap_ha=0.3166 lumo_ha=0.01543
C -6.00 -2.71 3.00
C -7.19 -2.20 3.94
C -7.37 -0.60 4.00
C -6.67 0.22 2.82
C -7.50 0.17 1.42
C -6.62 -0.42 0.21
C -6.06 0.67 -0.82
C -7.18 1.66 -1.42
C -6.57 2.73 -2.48
C -6.06 2.06 -3.85
C -4.47 2.35 -4.13
C -3.66 1.35 -3.17
C -2.11 1.16 -3.56
C -1.66 -0.32 -3.07
C -0.42 -0.79 -3.99
C 0.85 -1.33 -3.17
C 1.30 -0.41 -1.94
C 2.69 0.38 -2.26
N 3.39 0.59 -0.95
C 4.58 1.45 -1.18
C 5.94 0.67 -0.71
C 6.00 -0.84 -1.28
C 5.98 -0.92 -2.88
C 7.22 -1.70 -3.52
O 8.37 -1.21 -3.61
O 6.95 -3.02 -4.02
C 4.47 2.93 -0.62
O 3.81 3.05 0.66
C 4.72 3.44 1.73
C 3.80 3.71 3.03
C 2.61 2.63 3.19
C 3.20 1.13 3.31
H -5.91 -3.85 3.17
H -4.99 -2.22 3.23
H -6.34 -2.59 1.92
H -8.17 -2.68 3.60
H -6.98 -2.62 4.99
H -8.50 -0.40 4.07
H -6.93 -0.25 5.00
H -5.56 -0.03 2.68
H -6.69 1.33 3.13
H -8.35 -0.58 1.59
H -7.99 1.17 1.21
H -5.70 -0.96 0.65
H -7.20 -1.25 -0.35
H -5.64 0.08 -1.72
H -5.16 1.26 -0.41
H -8.04 1.05 -1.85
H -7.58 2.30 -0.55
H -5.70 3.31 -2.02
H -7.38 3.50 -2.75
H -6.63 2.50 -4.75
H -6.29 0.93 -3.86
H -4.25 2.20 -5.24
H -4.31 3.45 -3.87
H -4.15 0.32 -3.29
H -3.74 1.77 -2.11
H -1.89 1.34 -4.67
H -1.50 1.95 -2.98
H -1.43 -0.29 -1.95
H -2.52 -1.09 -3.19
H -0.81 -1.68 -4.61
H -0.14 0.01 -4.77
H 1.73 -1.33 -3.92
H 0.74 -2.43 -2.83
H 1.57 -1.11 -1.07
H 0.55 0.40 -1.65
H 3.32 -0.14 -3.06
H 2.36 1.40 -2.68
H 2.69 1.03 -0.34
H 4.69 1.55 -2.33
H 6.83 1.30 -1.07
H 5.88 0.65 0.44
H 5.10 -1.40 -0.82
H 6.96 -1.30 -0.88
H 5.97 0.14 -3.31
H 5.03 -1.47 -3.20
H 6.13 -3.29 -3.53
H 5.56 3.31 -0.46
H 4.04 3.63 -1.42
H 5.26 4.40 1.41
H 5.45 2.56 1.87
H 4.49 3.69 3.95
H 3.31 4.74 2.93
H 2.00 2.87 4.14
H 1.88 2.64 2.31
H 4.34 1.14 3.45
H 2.90 0.48 2.42
H 2.73 0.66 4.25
C 0.31 6.23 3.94
C -0.94 5.65 3.29
N -1.22 4.27 3.67
C -2.22 3.63 2.83
C -3.64 4.19 2.87
C -1.34 4.00 5.10
C -2.39 4.79 5.89
H 1.18 5.59 3.75
H 0.52 7.22 3.52
H 0.19 6.35 5.02
H -0.79 5.69 2.21
H -1.79 6.31 3.51
H -2.26 2.56 3.07
H -1.87 3.67 1.80
H -4.16 3.92 3.79
H -4.23 3.76 2.05
H -3.66 5.27 2.75
H -0.36 4.19 5.57
H -1.50 2.93 5.26
H -2.37 5.86 5.66
H -2.19 4.69 6.96
H -3.39 4.41 5.71
C 4.15 -9.31 -1.20
C 5.03 -8.09 -0.95
N 5.38 -7.36 -2.16
C 6.46 -6.39 -1.97
C 6.19 -5.21 -1.04
C 4.27 -6.90 -2.99
C 3.23 -5.99 -2.33
H 4.60 -9.97 -1.93
H 4.02 -9.87 -0.27
H 3.15 -9.03 -1.54
H 5.95 -8.45 -0.48
H 4.54 -7.44 -0.21
H 6.77 -6.00 -2.95
H 7.33 -6.93 -1.59
H 5.52 -4.48 -1.50
H 7.13 -4.70 -0.82
H 5.76 -5.53 -0.08
H 3.74 -7.79 -3.37
H 4.66 -6.41 -3.88
H 2.90 -6.36 -1.36
H 2.34 -5.94 -2.97
H 3.59 -4.97 -2.22

180
Properties=species:S:1:pos:R:3 method="wB97M-V/def2-TZVPD" relative_energy_kj_mol=0.0 homo_energy_ha=-0.305 total_charge=0 orbital_gap_ha=0.2585 lumo_ha=-0.04683
C -16.57 -15.85 -1.64
C -15.57 -15.88 -2.79
C -14.45 -16.89 -2.58
N -13.07 -16.49 -3.15
C -13.16 -16.26 -4.64
C -12.00 -17.53 -2.84
C -10.72 -16.82 -2.45
C -11.31 -15.63 -1.66
C -12.61 -15.21 -2.39
H -16.12 -15.83 -0.65
H -17.18 -16.75 -1.74
H -17.32 -15.06 -1.69
H -15.28 -14.86 -3.04
H -16.24 -16.06 -3.64
H -14.65 -17.91 -2.92
H -14.37 -17.13 -1.51
H -12.21 -15.88 -4.99
H -14.03 -15.62 -4.78
H -13.32 -17.23 -5.12
H -11.78 -18.17 -3.69
H -12.28 -18.22 -2.04
H -10.07 -16.73 -3.32
H -10.28 -17.58 -1.80
H -10.64 -14.78 -1.79
H -11.51 -16.04 -0.68
H -12.49 -14.35 -3.03
H -13.32 -15.13 -1.57
C -16.28 -5.71 -2.68
C -17.55 -6.45 -2.25
C -17.45 -7.97 -2.58
N -18.53 -8.92 -2.03
C -18.48 -8.80 -0.52
C -18.38 -10.34 -2.56
C -19.45 -10.51 -3.56
C -20.65 -9.72 -3.11
C -19.93 -8.46 -2.54
H -16.26 -5.42 -3.73
H -15.33 -6.22 -2.48
H -16.20 -4.80 -2.07
H -18.50 -5.98 -2.47
H -17.60 -6.43 -1.16
H -16.51 -8.24 -2.09
H -17.33 -8.25 -3.63
H -18.76 -7.76 -0.32
H -17.54 -9.01 -0.01
H -19.32 -9.31 -0.03
H -18.49 -10.95 -1.66
H -17.41 -10.64 -2.95
H -19.69 -11.48 -3.98
H -18.97 -9.92 -4.35
H -21.26 -10.16 -2.32
H -21.23 -9.35 -3.95
H -20.56 -7.88 -1.87
H -19.78 -7.85 -3.43
C -16.92 -14.70 5.52
C -16.36 -13.25 5.17
C -16.83 -12.46 3.92
N -16.57 -10.94 3.82
C -15.07 -10.74 3.84
C -17.26 -10.33 5.02
C -17.68 -8.95 4.52
C -17.58 -8.88 3.01
C -17.36 -10.33 2.70
H -17.89 -14.71 6.00
H -16.24 -15.27 6.14
H -17.05 -15.21 4.56
H -15.31 -13.14 5.42
H -16.71 -12.70 6.05
H -17.85 -12.74 3.68
H -16.31 -12.84 3.03
H -14.80 -9.68 3.88
H -14.62 -11.37 3.07
H -14.67 -11.18 4.75
H -16.54 -10.26 5.83
H -18.16 -10.83 5.36
H -17.06 -8.16 4.94
H -18.70 -8.72 4.84
H -16.73 -8.27 2.69
H -18.39 -8.43 2.42
H -16.62 -10.41 1.91
H -18.27 -10.89 2.50
C -17.07 -9.67 -7.72
C -16.16 -8.99 -6.69
C -15.74 -10.09 -5.66
N -14.37 -10.02 -5.03
C -14.24 -8.76 -4.17
C -13.25 -9.99 -6.09
C -11.96 -10.45 -5.37
C -12.54 -11.61 -4.61
C -14.00 -11.28 -4.25
H -17.49 -8.85 -8.31
H -17.96 -10.13 -7.31
H -16.51 -10.26 -8.44
H -16.72 -8.24 -6.13
H -15.33 -8.45 -7.15
H -15.69 -11.09 -6.08
H -16.39 -10.04 -4.79
H -14.43 -7.91 -4.83
H -13.21 -8.67 -3.84
H -14.93 -8.78 -3.32
H -13.09 -9.00 -6.51
H -13.54 -10.68 -6.89
H -11.61 -9.76 -4.61
H -11.13 -10.76 -6.00
H -11.88 -11.75 -3.75
H -12.59 -12.48 -5.27
H -14.09 -11.16 -3.17
H -14.77 -12.04 -4.40
C -11.73 -1.50 1.32
C -10.92 -2.31 0.33
C -11.94 -3.42 -0.07
N -11.45 -4.48 -1.10
C -11.24 -3.77 -2.46
C -12.21 -5.81 -1.38
C -11.22 -6.92 -1.52
C -9.90 -6.40 -1.40
C -10.04 -5.08 -0.69
H -11.21 -0.63 1.74
H -12.01 -2.02 2.24
H -12.62 -1.10 0.84
H -9.98 -2.76 0.65
H -10.56 -1.80 -0.57
H -12.93 -3.06 -0.34
H -12.03 -4.13 0.76
H -12.14 -3.31 -2.87
H -11.18 -4.57 -3.20
H -10.40 -3.08 -2.34
H -12.99 -5.69 -2.14
H -12.79 -5.97 -0.46
H -11.44 -7.69 -2.27
H -11.53 -7.63 -0.74
H -9.54 -6.34 -2.43
H -9.19 -7.08 -0.91
H -9.30 -4.31 -0.92
H -10.08 -5.08 0.40
N -14.74 -17.15 1.55
S -14.16 -15.76 2.04
O -13.73 -15.70 3.43
O -14.73 -14.60 1.46
F -12.79 -15.94 1.32
S -16.12 -17.08 2.43
O -17.10 -16.00 2.36
O -16.02 -17.94 3.59
F -16.96 -18.16 1.52
N -10.95 -7.30 3.32
S -12.39 -7.02 2.92
O -12.65 -5.74 2.21
O -13.46 -7.53 3.73
F -12.53 -8.03 1.68
S -10.86 -5.84 4.22
O -11.86 -5.52 5.20
O -10.08 -4.87 3.50
F -9.72 -6.43 5.24
N -15.86 -10.55 -0.94
S -15.44 -11.95 -0.48
O -16.08 -12.37 0.77
O -14.19 -12.62 -0.89
F -16.47 -12.66 -1.50
S -14.40 -9.83 -0.31
O -13.55 -9.30 -1.32
O -13.76 -10.32 0.90
F -15.12 -8.53 0.18
N -17.03 -3.69 1.80
S -15.89 -3.02 1.14
O -15.99 -2.96 -0.31
O -14.58 -3.10 1.77
F -16.34 -1.52 1.56
S -16.45 -5.24 1.60
O -16.21 -5.89 2.88
O -15.68 -5.83 0.46
F -17.91 -5.94 1.18
N -9.35 -11.16 1.30
S -10.36 -11.46 0.26
O -10.44 -12.71 -0.50
O -10.89 -10.31 -0.45
F -11.55 -11.71 1.32
S -8.17 -10.82 0.22
O -8.18 -9.55 -0.43
O -7.74 -11.99 -0.55
F -7.03 -10.74 1.31

156
Properties=species:S:1:pos:R:3 method="wB97M-V/def2-TZVPD" homo_energy_ha=-0.296 smiles=CC1(C)CCCC(C)(C)N1O.CC1(C)CCCC(C)(C)N1O.CC(C)O.CC(C)O.CC(C)O.CC(C)O.CC(C)O.CCO.CCO.CCO.CCO total_charge=0 orbital_gap_ha=0.3154 lumo_ha=0.01912
C 4.07 2.40 -5.89
C 3.92 0.90 -5.65
C 4.87 0.19 -6.59
C 4.39 0.55 -4.19
C 3.33 0.90 -3.16
C 1.97 0.26 -3.52
C 1.45 0.60 -4.91
C 0.32 -0.39 -5.26
C 0.85 1.99 -4.82
N 2.55 0.38 -5.87
O 2.13 1.00 -7.15
H 3.62 2.82 -6.78
H 3.60 2.96 -5.06
H 5.12 2.68 -5.88
H 5.88 0.54 -6.40
H 4.85 -0.86 -6.29
H 4.73 0.32 -7.65
H 4.63 -0.51 -4.08
H 5.33 1.05 -4.05
H 3.61 0.53 -2.15
H 3.20 1.97 -3.10
H 1.21 0.47 -2.73
H 2.25 -0.80 -3.49
H -0.30 -0.12 -6.12
H -0.38 -0.46 -4.45
H 0.76 -1.38 -5.38
H 0.65 2.49 -5.75
H 1.46 2.65 -4.22
H -0.14 2.04 -4.41
H 2.18 0.26 -7.75
C -0.94 0.89 2.94
C -0.96 1.85 4.15
C -2.24 2.64 4.23
C -0.74 0.99 5.42
C -0.45 1.84 6.64
C 0.75 2.74 6.41
C 0.66 3.62 5.15
C -0.35 4.84 5.39
C 2.06 4.26 4.76
N 0.21 2.80 4.02
O 0.02 3.71 2.89
H 0.00 0.34 2.88
H -1.71 0.10 2.95
H -1.08 1.52 2.05
H -2.32 3.07 5.24
H -2.32 3.39 3.43
H -3.10 1.98 4.03
H -1.60 0.35 5.62
H 0.17 0.37 5.30
H -1.32 2.48 6.87
H -0.39 1.22 7.54
H 1.56 2.04 6.23
H 0.98 3.41 7.28
H -0.85 5.21 4.49
H 0.16 5.71 5.78
H -1.08 4.50 6.16
H 2.80 3.49 4.64
H 2.34 4.87 5.65
H 2.03 4.95 3.90
H 0.56 3.20 2.28
C -2.56 3.93 0.03
C -1.78 4.21 -1.21
C -2.50 3.76 -2.49
O -1.39 5.60 -1.19
H -3.53 4.41 -0.09
H -2.10 4.13 1.01
H -2.80 2.85 0.08
H -0.88 3.59 -1.14
H -1.82 3.76 -3.38
H -3.44 4.25 -2.65
H -2.74 2.68 -2.42
H -1.09 5.86 -2.05
C 4.57 -0.46 2.02
C 3.83 -1.10 3.19
C 2.76 -0.22 3.78
O 3.28 -2.35 2.66
H 3.87 -0.20 1.23
H 5.34 -1.15 1.71
H 4.99 0.48 2.35
H 4.57 -1.45 3.89
H 3.16 0.58 4.41
H 2.05 -0.80 4.37
H 2.21 0.29 2.98
H 2.93 -2.18 1.77
C -3.80 -1.99 1.49
C -3.18 -3.03 0.57
C -3.70 -4.46 0.74
O -3.21 -2.53 -0.78
H -4.89 -1.92 1.36
H -3.30 -1.02 1.38
H -3.62 -2.24 2.52
H -2.09 -3.08 0.84
H -3.61 -4.71 1.81
H -3.03 -5.19 0.28
H -4.75 -4.57 0.42
H -4.14 -2.35 -1.00
C -5.49 -0.23 -2.56
C -6.60 -1.29 -2.23
C -7.00 -2.05 -3.47
O -6.13 -2.17 -1.19
H -5.95 0.58 -3.12
H -4.80 -0.67 -3.25
H -4.99 0.22 -1.69
H -7.52 -0.88 -1.83
H -7.50 -1.39 -4.19
H -7.72 -2.84 -3.27
H -6.07 -2.43 -3.94
H -6.61 -3.00 -1.34
C 0.04 -4.65 5.10
C -0.02 -3.96 3.73
C -0.38 -2.49 3.79
O 1.21 -4.27 2.99
H 0.78 -4.32 5.85
H 0.24 -5.71 4.91
H -0.94 -4.52 5.62
H -0.77 -4.54 3.19
H 0.29 -1.88 4.41
H -1.36 -2.36 4.28
H -0.48 -2.02 2.81
H 1.91 -3.65 3.25
C 3.04 -3.40 -1.47
C 2.12 -4.04 -0.47
O 1.63 -3.07 0.49
H 3.33 -4.04 -2.31
H 4.02 -3.26 -1.00
H 2.65 -2.39 -1.75
H 2.66 -4.81 0.07
H 1.27 -4.46 -1.01
H 1.33 -3.53 1.30
C 2.88 3.88 0.65
C 2.45 2.55 0.08
O 1.25 2.07 0.65
H 3.86 4.25 0.36
H 2.82 3.81 1.77
H 2.19 4.70 0.41
H 3.22 1.78 0.22
H 2.36 2.72 -1.00
H 1.14 1.15 0.42
C -1.33 0.30 -1.12
C -0.44 -0.86 -0.83
O 0.61 -0.54 0.06
H -0.78 1.20 -1.37
H -1.80 0.61 -0.21
H -2.05 -0.03 -1.86
H -0.03 -1.15 -1.81
H -1.11 -1.66 -0.40
H 1.13 -1.33 0.29
C -0.46 -4.57 -3.76
C -1.46 -4.76 -2.63
O -2.72 -4.24 -3.01
H -0.33 -3.52 -3.96
H -0.97 -5.01 -4.62
H 0.51 -5.08 -3.68
H -1.10 -4.37 -1.68
H -1.56 -5.87 -2.49
H -3.06 -3.71 -2.24